1.
{
  "formula": "C22H38N4O3PSnTe",
  "method": "ωB97M-V/def2-TZVPD",
  "species": ["Sn", "C", "C", "C", "C", "C", "H", "H", "H", "H", "H", "C", "C", "C", "C", "C", "C", "Te", "C", "C", "C", "H", "H", "H", "H", "H", "H", "H", "H", "H", "H", "H", "N", "C", "C", "C", "N", "H", "H", "H", "H", "N", "C", "C", "N", "H", "H", "H", "H", "H", "H", "H", "H", "H", "C", "O", "P", "O", "C", "O", "C", "H", "H", "H", "H", "H", "H", "H", "H", "H"],
  "xyz": [[-0.24, -0.08, 0.60], [-2.17, 0.76, 1.85], [-1.99, -0.33, 2.73], [-2.48, -1.49, 2.10], [-2.95, -1.13, 0.82], [-2.76, 0.26, 0.64], [-2.06, 1.81, 2.10], [-1.59, -0.27, 3.73], [-2.48, -2.48, 2.52], [-3.42, -1.79, 0.11], [-3.11, 0.86, -0.18], [-4.22, 3.99, -4.27], [-3.11, 3.54, -3.35], [-2.24, 2.53, -3.71], [-1.18, 2.14, -2.89], [-0.30, 1.01, -3.36], [-1.00, 2.79, -1.66], [0.69, 2.36, -0.47], [-1.89, 3.80, -1.26], [-1.78, 4.50, 0.07], [-2.93, 4.15, -2.12], [-4.33, 3.30, -5.12], [-4.01, 4.98, -4.67], [-5.17, 4.04, -3.75], [-2.38, 2.02, -4.66], [-0.72, 0.54, -4.24], [-0.18, 0.25, -2.58], [0.70, 1.38, -3.62], [-1.98, 3.80, 0.89], [-2.51, 5.31, 0.13], [-0.79, 4.91, 0.23], [-3.61, 4.94, -1.81], [2.81, -0.52, -1.75], [4.15, -0.45, -1.90], [4.68, -1.51, -1.20], [3.57, -2.15, -0.65], [2.43, -1.55, -0.98], [2.13, 0.17, -2.02], [4.61, 0.35, -2.46], [5.72, -1.76, -1.10], [3.55, -3.01, 0.01], [0.17, -5.38, -0.40], [-0.64, -4.57, -1.39], [-0.57, -3.12, -0.94], [-1.14, -2.16, -1.86], [0.21, -6.37, -0.62], [-0.21, -5.28, 0.54], [1.13, -5.02, -0.36], [-1.65, -4.98, -1.38], [-0.19, -4.73, -2.37], [0.48, -2.85, -0.79], [-1.08, -3.01, 0.02], [-2.14, -2.22, -1.96], [-0.70, -2.16, -2.77], [4.78, -0.37, 3.17], [3.56, -0.72, 3.84], [2.28, -1.09, 2.90], [1.24, -1.48, 4.06], [1.18, -0.92, 5.38], [1.83, 0.42, 2.40], [1.82, 1.58, 3.25], [5.38, 0.21, 3.87], [4.58, 0.24, 2.28], [5.32, -1.26, 2.88], [0.55, -1.57, 5.97], [0.74, 0.07, 5.35], [2.18, -0.87, 5.82], [2.01, 2.45, 2.63], [2.60, 1.50, 4.02], [0.85, 1.69, 3.73]],
  "nbo_charge": [0.97, -0.48, -0.29, -0.32, -0.29, -0.41, 0.25, 0.23, 0.22, 0.21, 0.25, -0.63, -0.01, -0.18, -0.08, -0.64, -0.15, -0.25, -0.07, -0.63, -0.21, 0.21, 0.23, 0.22, 0.20, 0.21, 0.21, 0.22, 0.21, 0.22, 0.23, 0.21, -0.33, -0.03, -0.35, -0.06, -0.31, 0.44, 0.23, 0.24, 0.20, -0.67, -0.23, -0.28, -0.81, 0.44, 0.44, 0.44, 0.22, 0.22, 0.24, 0.22, 0.38, 0.38, -0.26, -0.84, 1.66, -0.83, -0.26, -0.87, -0.26, 0.20, 0.19, 0.19, 0.20, 0.18, 0.20, 0.21, 0.20, 0.18],
  "e_tot_ev": -57940.81161,
  "charge": 1,
  "fmax_ha_per_bohr": 0.0085,
  "e_homo_ev": -9.3
}

---

2.
{
  "formula": "C41H37N10O3RuS2",
  "method": "ωB97M-V/def2-TZVPD",
  "species": ["Ru", "C", "C", "N", "C", "C", "N", "C", "C", "C", "C", "C", "N", "C", "C", "N", "C", "C", "N", "C", "C", "C", "N", "C", "C", "H", "H", "H", "H", "H", "H", "H", "H", "H", "H", "H", "H", "C", "C", "C", "C", "C", "C", "C", "S", "O", "O", "N", "C", "C", "C", "C", "C", "N", "H", "H", "H", "H", "H", "H", "H", "H", "H", "H", "H", "C", "C", "C", "N", "C", "S", "N", "C", "O", "C", "C", "C", "C", "C", "C", "H", "H", "H", "H", "H", "H", "H", "H", "H", "H", "H", "H", "H", "H"],
  "xyz": [[-0.63, -0.60, -0.11], [-4.63, 1.16, 1.34], [-3.67, 0.47, 0.61], [-2.38, 0.71, 0.81], [-2.03, 1.61, 1.73], [-3.01, 2.31, 2.42], [-4.30, 2.09, 2.22], [-0.57, 1.73, 2.00], [-0.06, 2.49, 3.04], [1.31, 2.49, 3.28], [2.13, 1.75, 2.43], [1.56, 1.05, 1.38], [0.23, 1.03, 1.18], [2.35, 0.30, 0.39], [3.73, 0.42, 0.26], [4.41, -0.23, -0.67], [3.73, -1.00, -1.50], [2.35, -1.14, -1.40], [1.67, -0.49, -0.46], [1.88, 3.26, 4.41], [3.16, 3.81, 4.32], [3.65, 4.52, 5.41], [2.97, 4.70, 6.54], [1.75, 4.16, 6.61], [1.17, 3.44, 5.59], [-5.68, 0.96, 1.19], [-3.93, -0.29, -0.12], [-2.76, 3.06, 3.16], [-0.72, 3.07, 3.67], [3.19, 1.71, 2.60], [4.31, 1.07, 0.91], [4.28, -1.53, -2.26], [1.79, -1.77, -2.08], [3.76, 3.74, 3.43], [4.63, 4.98, 5.37], [1.22, 4.31, 7.55], [0.19, 3.00, 5.74], [-2.82, -6.80, 5.80], [-2.37, -5.65, 4.96], [-1.02, -5.30, 4.88], [-0.61, -4.23, 4.10], [-1.56, -3.50, 3.40], [-2.91, -3.82, 3.47], [-3.30, -4.90, 4.24], [-1.02, -2.14, 2.45], [0.41, -2.22, 2.24], [-1.53, -0.91, 3.01], [-1.75, -2.24, 0.98], [-1.25, -3.20, 0.09], [-1.01, -4.55, 0.31], [-0.54, -5.31, -0.75], [-0.31, -4.72, -1.99], [-0.54, -3.37, -2.12], [-0.99, -2.63, -1.10], [-1.97, -7.35, 6.22], [-3.42, -7.50, 5.22], [-3.44, -6.45, 6.63], [-0.29, -5.88, 5.43], [0.44, -3.97, 4.02], [-3.64, -3.24, 2.92], [-4.35, -5.16, 4.30], [-1.20, -4.99, 1.28], [-0.35, -6.36, -0.61], [0.03, -5.30, -2.84], [-0.38, -2.84, -3.06], [-3.19, 3.15, -4.78], [-3.83, 3.66, -3.50], [-3.49, 2.80, -2.29], [-2.07, 2.94, -1.95], [-1.14, 2.02, -1.97], [-1.45, 0.34, -2.31], [0.15, 2.35, -1.72], [0.75, 3.53, -1.17], [1.66, 3.36, -0.40], [0.23, 4.84, -1.60], [-0.15, 5.06, -2.92], [-0.55, 6.33, -3.31], [-0.58, 7.36, -2.38], [-0.19, 7.14, -1.06], [0.23, 5.88, -0.67], [-3.44, 3.80, -5.62], [-3.53, 2.15, -5.02], [-2.10, 3.13, -4.70], [-4.92, 3.67, -3.59], [-3.54, 4.69, -3.30], [-3.67, 1.75, -2.49], [-4.06, 3.10, -1.41], [-1.76, 3.90, -1.81], [0.77, 1.55, -1.66], [-0.10, 4.26, -3.65], [-0.83, 6.52, -4.34], [-0.90, 8.35, -2.68], [-0.20, 7.95, -0.35], [0.57, 5.70, 0.34]],
  "mulliken_spin": [3.95, 0.00, 0.01, 0.09, -0.01, 0.01, 0.00, 0.04, -0.01, 0.00, -0.01, 0.10, 0.01, -0.02, 0.01, 0.00, 0.00, 0.02, 0.05, 0.00, 0.00, 0.00, 0.00, 0.00, 0.00, 0.00, 0.01, 0.00, 0.00, 0.00, 0.00, 0.00, 0.00, 0.00, 0.00, 0.00, 0.00, 0.00, 0.00, 0.00, 0.00, 0.02, 0.00, 0.00, 0.00, 0.01, 0.01, 0.26, 0.00, -0.02, 0.01, 0.01, 0.01, 0.11, 0.00, 0.00, 0.00, 0.00, 0.00, 0.00, 0.00, 0.00, 0.00, 0.00, 0.00, 0.00, 0.00, 0.01, 0.03, 0.02, 0.24, 0.02, 0.00, 0.01, 0.00, 0.00, 0.00, 0.00, 0.00, 0.00, 0.00, 0.00, 0.00, 0.00, 0.00, 0.00, 0.00, -0.01, 0.00, 0.00, 0.00, 0.00, 0.00, 0.00],
  "e_tot_ev": -88400.23702,
  "charge": 2,
  "fmax_ha_per_bohr": 0.0190,
  "multiplicity": 6,
  "e_homo_ev": [-13.4, -13.5]
}

---

3.
{
  "formula": "IZn2",
  "method": "ωB97M-V/def2-TZVPD",
  "species": ["Zn", "Zn", "I"],
  "xyz": [[-3.82, -0.63, 1.20], [3.80, 0.70, -1.26], [0.02, -0.08, 0.06]],
  "nbo_charge": [1.42, 1.42, 0.16],
  "e_tot_ev": -104894.92659,
  "charge": 3,
  "fmax_ha_per_bohr": 0.0091,
  "e_homo_ev": -21.1
}

---

4.
{
  "formula": "C4H8N2O",
  "method": "ωB97M-V/def2-TZVPD",
  "species": ["C", "N", "C", "N", "C", "O", "C", "H", "H", "H", "H", "H", "H", "H", "H"],
  "xyz": [[0.58, 1.89, -1.42], [-0.37, 1.07, -0.73], [-0.02, 0.09, 0.14], [1.12, -0.14, 0.70], [-1.16, -0.87, 0.43], [-2.27, -0.63, -0.02], [-0.84, -2.10, 1.23], [0.14, 2.25, -2.35], [1.47, 1.30, -1.68], [0.90, 2.76, -0.83], [-1.33, 1.02, -1.05], [1.81, 0.57, 0.45], [-0.43, -1.82, 2.20], [-1.75, -2.70, 1.35], [-0.07, -2.68, 0.72]],
  "nbo_charge": [-0.42, -0.60, 0.33, -0.70, 0.56, -0.54, -0.72, 0.21, 0.20, 0.19, 0.42, 0.34, 0.25, 0.23, 0.25],
  "e_tot_ev": -9305.32784,
  "fmax_ha_per_bohr": 0.0096,
  "e_homo_ev": -9.3,
  "smiles": "[H]/N=C(\\NC)C(C)=O"
}

---

5.
{
  "formula": "C5H8O",
  "method": "ωB97M-V/def2-TZVPD",
  "species": ["O", "C", "C", "C", "C", "C", "H", "H", "H", "H", "H", "H", "H", "H"],
  "xyz": [[1.24, -1.27, 1.07], [0.85, -0.76, -0.20], [-0.66, -0.85, -0.46], [-1.22, 0.46, 0.11], [-0.04, 1.40, -0.03], [1.09, 0.73, -0.27], [0.90, -0.64, 1.73], [1.43, -1.34, -0.92], [-0.83, -0.87, -1.54], [-1.10, -1.76, -0.03], [-2.12, 0.81, -0.41], [-1.50, 0.36, 1.17], [-0.14, 2.48, 0.08], [2.08, 1.15, -0.38]],
  "nbo_charge": [-0.71, 0.06, -0.42, -0.45, -0.17, -0.23, 0.46, 0.19, 0.21, 0.22, 0.22, 0.21, 0.21, 0.22],
  "e_tot_ev": -7361.50429,
  "fmax_ha_per_bohr": 0.0069,
  "e_homo_ev": -9.7,
  "smiles": "O[C@@H]1C=CCC1"
}

---

6.
{
  "formula": "C3H10N4O",
  "method": "ωB97M-V/def2-TZVPD",
  "species": ["C", "C", "O", "N", "H", "H", "H", "H", "H", "C", "N", "N", "N", "H", "H", "H", "H", "H"],
  "xyz": [[1.54, 1.20, 1.40], [-0.95, 1.32, -1.38], [0.25, 1.56, 0.95], [0.16, 0.83, -1.09], [1.59, 1.31, 2.49], [2.26, 1.86, 0.93], [1.75, 0.15, 1.14], [-1.83, 1.31, -0.73], [-1.02, 1.79, -2.37], [0.30, -2.02, -1.26], [-1.45, -0.36, 1.27], [-1.05, -1.29, 0.46], [-0.01, -1.05, -0.24], [-2.24, -0.72, 1.79], [-0.46, 0.88, 1.27], [-0.50, -2.76, -1.37], [1.24, -2.51, -1.03], [0.43, -1.49, -2.21]],
  "nbo_charge": [-0.25, -0.20, -0.73, -0.12, 0.17, 0.18, 0.17, 0.21, 0.22, -0.44, -0.56, 0.02, -0.14, 0.35, 0.49, 0.21, 0.21, 0.22],
  "e_tot_ev": -11274.49127,
  "fmax_ha_per_bohr": 0.0325,
  "e_homo_ev": [-8.8, -8.5]
}